Here is a cluster of 5 separate species, C34H72N5O12 in total from the Open Molecules 2025 dataset. Energies are from wB97M-V/def2-TZVPD.

Summary:
E_tot, Ha: -2514.928410
LUMO level, eV: -4.109
Frontier orbital gap, eV: 5.94
Spin multiplicity: 1
HOMO energy, Eh: -0.3692
Energy above the lowest of the compared OMol25 structures with the same formula, charge and spin, eV: 0.255
Charge: +1

```
123
C34H72N5O12 wB97M-V/def2-TZVPD
C 4.2079 -0.0967 -1.2868
N -0.5258 -1.9245 -2.3629
H -2.6700 3.0200 0.1412
C 1.2158 -4.4394 4.7437
H -0.7921 -0.7446 1.2859
N -3.4683 2.4158 3.4313
N 1.3414 -3.0029 2.7650
C -0.6246 -1.7122 1.7730
H 4.0867 -2.1856 -1.7184
H -1.2253 -1.7022 2.6887
C -2.8285 3.0018 2.2626
H -5.4155 2.3442 2.5684
H -4.5875 -0.1431 -8.6737
C 0.8706 -1.8241 2.0519
H -3.0236 4.0775 2.2528
H -0.7302 -4.6432 1.5097
H 4.3674 1.2350 1.5379
H 8.1931 5.1221 4.6946
O -5.4623 0.4200 4.2871
H 7.1981 4.2337 0.6305
H 1.1908 -0.9321 2.5988
H -3.5782 -0.0493 5.0531
H -3.3448 0.4404 -5.9577
H -3.1437 -3.0724 -3.7055
H -5.1071 3.6887 3.6846
O 5.1198 4.3519 0.4802
H -4.0550 -2.2772 -9.4373
H 6.6307 4.2928 4.8317
H 1.1737 -2.1785 -3.5130
H -4.7318 -1.3859 4.8552
H 0.0144 2.2626 -0.1637
O 5.3569 0.1698 -1.3894
C -5.5173 1.8056 4.6153
H -3.2882 1.4202 3.4364
C 1.2062 -6.4013 3.3943
H 1.3439 -2.3039 4.7344
H 1.0409 -3.8295 2.2644
H -3.5807 -0.8004 0.5440
H -2.7390 -1.5364 -4.5067
H -3.9812 -2.6275 -5.1842
H -2.9811 0.5345 -8.3870
H -2.2234 -1.5482 -1.2274
O 0.3156 2.8959 -2.9762
H 0.5265 -7.1764 3.0451
C 2.2190 0.2944 -3.5967
H 6.3763 5.0243 2.0026
H 2.2857 -4.6448 4.6571
H 4.1799 -1.7582 -0.0124
H 7.2346 1.9175 1.7878
H -0.7482 -2.9049 -2.4727
H 7.2025 1.7914 4.8299
H -5.1108 0.1696 -2.7094
H -4.9157 -2.5641 -7.9023
C -4.9106 2.6293 3.5020
H -5.1621 -1.2363 -6.1445
H 4.0795 1.3143 -3.2798
C 0.8720 -3.0940 4.1446
H 5.9754 2.5114 0.0491
H -5.9232 1.1934 -4.7122
H -3.7454 0.2708 -3.8090
C -1.5430 -3.9156 1.4652
O 0.6633 2.6109 -0.7937
H -4.4792 1.5276 -6.7840
C 0.9563 -0.1297 -2.8822
H 0.9624 -4.4252 5.8070
C -4.2059 0.4789 -6.6416
H 3.6349 2.7618 2.0106
N -5.3569 -0.2441 -6.1133
H -1.7486 2.8803 2.3935
H -6.5703 2.0785 4.7221
H -5.0204 2.0077 5.5672
C 0.5887 -1.4623 -2.9607
H 2.6990 2.2523 -2.8529
C 4.5819 2.2939 1.7264
H 8.5484 1.3251 3.7826
O -3.1897 -1.3978 -7.7639
H -4.7458 0.4382 1.0417
C 3.7378 -1.4862 -0.9671
C -3.2005 2.4304 0.8986
C 7.6751 1.9791 3.8619
H 2.7911 -0.6158 -3.7710
H -3.5361 -0.1880 2.1915
C 7.7172 4.1528 4.8304
C 6.3620 4.8752 0.9195
C -1.3374 -1.1315 -1.6700
C -5.7166 0.1199 -4.7480
O -4.5338 -1.6158 -3.4464
N 5.4681 2.3860 2.8807
C -1.0372 0.2074 -1.5374
O 0.4411 -5.4643 4.1307
C 3.1063 1.2515 -2.8023
H -2.3290 -4.3351 0.8364
O -1.1169 -2.6938 0.8685
C -3.7173 0.0939 1.1533
H 6.5189 0.5881 2.7209
H 4.2796 2.7169 -0.3269
C -3.7590 -0.1063 -7.9626
O 8.1363 3.3205 3.7647
C -4.6314 -0.3409 5.1449
H -1.9451 -3.7571 2.4669
C -3.9299 -2.4475 -8.3650
H 1.9752 0.7035 -4.5727
C 5.0387 2.9396 0.4222
O 3.2134 0.8557 -1.4334
H 6.4932 5.8504 0.4509
H 8.0280 3.7437 5.7961
H -0.2175 -2.9702 4.2165
C 6.7255 1.6626 2.7270
H 5.6727 3.3619 3.0533
H -3.3667 -3.3684 -8.2240
C 0.3574 2.1777 -2.0361
H -4.9407 -0.2383 6.1881
H 1.3881 -1.8032 1.0863
O -2.7818 1.0771 0.7111
C -4.7145 -0.2208 -3.6514
C -3.5557 -2.2252 -4.2632
H 1.6875 -5.9377 2.5252
H 1.9713 -6.8662 4.0215
H -4.2657 2.5310 0.6728
C 0.1025 0.7034 -2.1505
H 2.6589 -1.5548 -0.8597
H -6.6541 -0.3887 -4.5116
H -1.7179 0.8381 -0.9710
```

Here are the Löwdin charges for atoms 1 to 99, given in e:
1 C -0.521
2 N 0.140
3 H 0.119
4 C -0.212
5 H 0.102
6 N -0.046
7 N -0.044
8 C -0.217
9 H 0.098
10 H 0.114
11 C -0.197
12 H 0.108
13 H 0.126
14 C -0.194
15 H 0.126
16 H 0.076
17 H 0.108
18 H 0.089
19 O -0.199
20 H 0.091
21 H 0.126
22 H 0.079
23 H 0.103
24 H 0.079
25 H 0.128
26 O -0.174
27 H 0.091
28 H 0.081
29 H 0.153
30 H 0.087
31 H 0.119
32 O 0.166
33 C -0.210
34 H 0.070
35 C -0.113
36 H 0.127
37 H 0.073
38 H 0.080
39 H 0.081
40 H 0.079
41 H 0.123
42 H 0.135
43 O 0.202
44 H 0.089
45 C -0.070
46 H 0.073
47 H 0.125
48 H 0.101
49 H 0.111
50 H 0.182
51 H 0.122
52 H 0.119
53 H 0.083
54 C -0.207
55 H 0.073
56 H 0.140
57 C -0.207
58 H 0.110
59 H 0.123
60 H 0.102
61 C -0.073
62 O 0.151
63 H 0.127
64 C -0.100
65 H 0.126
66 C -0.214
67 H 0.118
68 N -0.045
69 H 0.118
70 H 0.126
71 H 0.126
72 C 0.033
73 H 0.122
74 C -0.198
75 H 0.122
76 O -0.205
77 H 0.099
78 C 0.034
79 C -0.204
80 C -0.219
81 H 0.121
82 H 0.075
83 C -0.114
84 C -0.094
85 C -0.018
86 C -0.194
87 O -0.181
88 N -0.047
89 C 0.063
90 O -0.197
91 C -0.152
92 H 0.089
93 O -0.218
94 C -0.067
95 H 0.122
96 H 0.101
97 C -0.213
98 O -0.195
99 C -0.114